(1)
# C6H7LiO6Pb

C6H7LiO6Pb as an isolated structure at a distorted geometry (ωB97M-V with the def2-TZVPD basis set, OMol25).

Structure (XYZ):
```
21
Properties=species:S:1:pos:R:3:lowdin_charge:R:1
Pb 3.217 -0.081 0.309 1.565
O 1.574 1.428 0.297 -0.174
O 1.082 2.210 -1.771 0.097
C -0.255 2.581 -1.392 -0.102
C -1.250 1.510 -1.825 -0.036
O 2.930 1.073 -1.385 -0.108
C 1.866 1.575 -0.931 -0.741
H -0.300 2.762 -0.312 0.137
H -0.459 3.513 -1.927 0.148
H -1.147 1.300 -2.896 0.141
H -2.260 1.900 -1.637 0.151
Li 0.349 0.114 1.181 0.711
O -1.245 0.257 0.211 -0.031
O -0.724 -0.801 -1.682 0.043
C -0.222 -2.304 -0.799 0.070
C 1.181 -2.092 -0.530 -0.251
O 1.600 -1.293 0.424 -0.435
C -1.091 0.238 -1.019 -0.557
H -0.875 -2.364 0.076 0.120
H -0.422 -3.052 -1.567 0.122
H 1.895 -2.423 -1.295 0.129
```

Gap between HOMO and LUMO (spin up / spin down), hartree: 0.2816 / 0.3674
Relative energy (zero: lowest compared OMol25 entry of this formula, charge and spin), kJ/mol: 0.0
2S+1: 2
Net charge: +1

(2)
# C20H43GaN2P3S

C20H43GaN2P3S as an isolated structure at a distorted geometry (ωB97M-V with the def2-TZVPD basis set, OMol25).

Structure (XYZ):
```
70
Properties=species:S:1:pos:R:3:lowdin_charge:R:1
Ga 0.048 -0.299 0.808 0.061
P -0.796 2.137 2.009 0.812
P -2.359 -0.806 0.069 0.790
P 2.418 0.894 0.437 0.786
H -0.018 -2.739 -8.618 0.059
C 1.005 -2.964 -8.297 -0.095
C 1.334 -4.160 -7.796 -0.084
H 0.592 -4.958 -7.682 0.060
C -1.248 3.546 0.936 -0.231
C -2.327 1.914 3.000 -0.238
C 0.381 2.897 3.206 -0.229
C -2.459 -2.252 -1.038 -0.243
C -3.563 -1.162 1.387 -0.217
C -3.145 0.515 -0.926 -0.220
C 3.521 0.078 -0.775 -0.243
C 3.462 1.003 1.932 -0.227
C 2.391 2.608 -0.215 -0.227
H 1.752 -2.175 -8.439 0.057
H 2.366 -4.402 -7.518 0.060
H -1.543 4.382 1.583 0.073
H -2.091 3.296 0.268 0.051
H -0.393 3.849 0.314 0.046
H -2.403 2.765 3.689 0.071
H -2.315 0.983 3.585 0.012
H -3.234 1.910 2.374 0.060
H -0.142 3.689 3.758 0.071
H 1.238 3.366 2.695 0.047
H 0.793 2.178 3.935 0.036
H -3.505 -2.589 -1.087 0.081
H -1.823 -3.057 -0.652 0.048
H -2.111 -1.995 -2.047 0.051
H -4.520 -0.669 1.161 0.076
H -3.193 -0.807 2.359 0.026
H -3.727 -2.247 1.435 0.071
H -4.026 0.112 -1.452 0.084
H -2.426 0.887 -1.668 0.049
H -3.463 1.351 -0.288 0.044
H 4.489 0.600 -0.795 0.080
H 3.076 0.110 -1.777 0.045
H 3.679 -0.971 -0.496 0.051
H 4.306 1.687 1.754 0.079
H 3.859 0.005 2.161 0.067
H 2.883 1.368 2.792 0.029
H 3.392 2.880 -0.587 0.080
H 2.084 3.331 0.552 0.039
H 1.677 2.658 -1.048 0.048
C 0.628 -1.589 -2.489 -0.624
C 0.482 -0.267 -2.955 -0.105
C 0.264 -0.003 -4.307 -0.017
C 0.177 -1.055 -5.231 0.022
C 0.319 -2.378 -4.784 -0.007
C 0.554 -2.637 -3.439 -0.059
S 0.900 -2.021 -0.837 0.802
H -0.170 0.807 -0.267 -0.014
H 0.533 0.556 -2.243 0.069
H 0.162 1.026 -4.655 0.130
H 0.019 -0.851 -6.292 0.131
H 0.261 -3.193 -5.505 0.103
H 0.685 -3.657 -3.084 0.124
C 1.190 -0.945 6.074 0.028
N 0.055 -0.461 5.251 -0.133
C -0.955 0.409 5.918 0.015
C 0.056 -0.597 3.960 -0.162
N 0.174 -0.597 2.774 0.131
H 0.957 -0.745 7.120 0.105
H 2.118 -0.424 5.801 0.107
H 1.315 -2.024 5.913 0.114
H -0.886 1.451 5.568 0.085
H -1.974 0.051 5.721 0.106
H -0.779 0.398 6.995 0.109
```

Gap between HOMO and LUMO (spin up / spin down), hartree: 0.1288 / 0.1544
Relative energy (zero: lowest compared OMol25 entry of this formula, charge and spin), kJ/mol: 339.2
2S+1: 1
Net charge: +3

(3)
# C34H37F5FeN6O4S3

C34H37F5FeN6O4S3 as an isolated structure (ωB97M-V with the def2-TZVPD basis set, OMol25).

Structure (XYZ):
```
90
Properties=species:S:1:pos:R:3:lowdin_charge:R:1
Fe -0.611 -0.256 -0.320 0.382
C 4.921 2.477 -0.989 -0.533
C 4.975 1.448 0.132 -0.509
S 3.603 0.254 0.139 0.922
C 2.683 0.738 1.614 -0.504
C 1.776 1.948 1.482 -0.436
S 0.415 1.873 0.259 0.941
C 0.917 3.176 -0.909 -0.469
C 2.224 2.993 -1.676 -0.524
S 3.648 3.752 -0.826 0.901
H 4.816 1.997 -1.963 0.079
H 5.866 3.024 -1.012 0.075
H 5.014 1.940 1.105 0.078
H 5.893 0.867 0.029 0.075
H 3.393 0.939 2.419 0.092
H 2.130 -0.146 1.911 0.037
H 2.367 2.804 1.159 0.029
H 1.312 2.193 2.438 0.082
H 0.929 4.099 -0.328 0.085
H 0.075 3.263 -1.597 0.070
H 2.118 3.459 -2.652 0.062
H 2.450 1.941 -1.831 0.031
N 1.372 -3.165 3.666 0.170
C 0.617 -2.092 3.356 -0.342
C 0.389 -1.756 2.004 -0.057
N -0.317 -0.684 1.687 -0.036
C -0.822 0.069 2.683 -0.120
C -0.587 -0.283 3.997 -0.089
N 0.125 -1.349 4.346 0.148
H 1.697 -3.788 2.949 0.116
H 1.462 -3.433 4.631 0.115
H 0.814 -2.347 1.198 0.108
H -1.392 0.946 2.422 0.084
H -0.989 0.323 4.800 0.120
C -1.930 -7.286 -0.966 -0.045
C -1.540 -6.073 -1.768 -0.223
C -2.527 -5.170 -2.162 -0.067
C -2.198 -4.043 -2.895 -0.114
C -0.882 -3.799 -3.249 -0.029
C 0.111 -4.703 -2.877 -0.209
N 1.426 -4.513 -3.302 0.094
C 1.966 -3.266 -3.628 -0.200
C 2.594 -3.085 -4.858 -0.009
C 3.141 -1.858 -5.205 -0.070
C 3.037 -0.780 -4.338 -0.075
C 2.420 -0.961 -3.109 -0.043
C 1.903 -2.193 -2.726 -0.063
C 1.453 -2.364 -1.295 -0.553
O 1.641 -3.411 -0.690 0.074
O 0.945 -1.323 -0.714 -0.193
C -0.208 -5.841 -2.124 -0.162
C 0.910 -6.758 -1.714 -0.026
H -3.010 -7.323 -0.828 0.076
H -1.467 -7.276 0.023 0.086
H -1.623 -8.209 -1.459 0.088
H -3.560 -5.363 -1.897 0.110
H -2.985 -3.370 -3.223 0.091
H -0.616 -2.948 -3.862 0.102
H 1.954 -5.329 -3.557 0.140
H 2.633 -3.917 -5.550 0.116
H 3.632 -1.743 -6.163 0.107
H 3.438 0.188 -4.608 0.102
H 2.379 -0.155 -2.389 0.060
H 1.714 -6.172 -1.263 0.085
H 1.331 -7.293 -2.572 0.090
H 0.583 -7.510 -1.002 0.069
N 0.254 2.026 -6.478 0.197
C 0.520 1.769 -5.179 -0.476
O 1.476 2.245 -4.596 0.061
C -0.422 0.844 -4.457 -0.080
C -1.375 0.043 -5.064 0.030
C -2.177 -0.757 -4.268 -0.020
C -1.985 -0.745 -2.903 -0.117
N -1.043 0.001 -2.301 0.020
C -0.288 0.778 -3.079 -0.044
H 0.859 2.672 -6.955 0.125
H -0.607 1.766 -6.922 0.098
H -1.490 0.012 -6.140 0.124
H -2.934 -1.400 -4.695 0.123
H -2.611 -1.353 -2.267 0.094
H 0.484 1.357 -2.602 0.085
O -1.792 -3.038 0.035 0.237
C -1.487 -1.992 -0.222 -0.014
F -3.551 0.686 -0.578 0.145
C -2.762 1.722 -0.340 -0.267
F -2.486 2.385 -1.443 0.150
C -3.302 2.641 0.764 -0.599
F -4.518 3.067 0.428 0.194
F -2.503 3.687 0.918 0.180
F -3.388 1.969 1.912 0.163
```

Gap between HOMO and LUMO (spin up / spin down), hartree: 0.2427 / 0.1839
Relative energy (zero: lowest compared OMol25 entry of this formula, charge and spin), kJ/mol: 0.0
2S+1: 2
Net charge: +1

no.,molecular weight (Da)
1,389.3
2,506.3
3,840.7